Molecular formula: C24H50CdF6NO16S2
Method: DFT, the ωB97M-V functional and the def2-TZVPD basis

As for the charge: -1. As for the multiplicity: 1.

Each line ends with the Löwdin charge.
Atoms and positions in Å:
Cd  -19.2381  27.9159  -12.9627  1.38
C  -20.1742  30.6918  -15.9404  -0.01
C  -19.5548  30.8067  -17.1158  -0.34
C  -18.4473  29.9204  -17.6351  -0.39
O  -18.0602  30.0092  -18.8645  -0.02
C  -18.0640  28.8800  -16.8853  0.01
C  -18.6091  28.6716  -15.5100  -0.29
C  -19.8173  29.5268  -15.1126  -0.32
O  -20.3818  29.1270  -14.0754  -0.17
O  -18.2074  27.8250  -14.6541  -0.18
O  -20.0198  31.8029  -17.8865  -0.08
H  -21.0326  31.2924  -15.6779  0.10
H  -17.2747  28.1817  -17.1218  0.10
C  -20.7070  25.5625  -9.4788  -0.63
F  -19.9337  24.5282  -9.7009  0.17
F  -21.6947  25.5065  -10.3787  0.10
F  -21.3409  25.5373  -8.3067  0.13
S  -19.7789  27.2883  -9.6542  0.79
O  -20.1317  28.0975  -8.4547  -0.30
O  -18.3304  27.0201  -9.7851  -0.34
N  -20.3351  27.8290  -11.2874  -0.39
S  -21.8834  28.2656  -11.0956  0.60
O  -22.8066  28.0186  -12.2017  -0.28
O  -22.5588  27.9514  -9.8520  -0.31
C  -21.6274  30.1741  -10.9912  -0.67
F  -21.0100  30.5862  -12.0788  0.14
F  -22.8605  30.7054  -10.7973  0.13
F  -20.8256  30.4006  -9.9931  0.15
C  -21.2174  23.9915  -13.5451  -0.05
C  -21.2385  25.3686  -14.3300  -0.25
O  -20.1189  26.0800  -13.8643  -0.18
H  -22.0498  23.3511  -13.8369  0.07
H  -21.2478  24.2636  -12.4901  0.05
H  -20.3506  23.3926  -13.8242  0.07
H  -22.1662  25.9112  -14.1483  0.10
H  -21.0702  25.2365  -15.3988  0.12
H  -19.4026  25.7735  -14.4252  0.07
C  -25.1892  25.2169  -9.5128  -0.09
C  -25.6324  26.2764  -10.4378  -0.36
O  -26.0071  27.4328  -9.7378  -0.07
H  -24.5570  24.5611  -10.1113  0.07
H  -26.0876  24.7011  -9.1738  0.08
H  -24.5173  25.6467  -8.7698  0.07
H  -26.1924  25.8595  -11.2750  0.12
H  -24.7751  26.6892  -10.9695  0.08
H  -25.1866  27.7938  -9.3943  0.06
C  -22.1823  34.4052  -8.3533  -0.10
C  -21.0293  33.8484  -9.1629  -0.33
O  -20.1978  33.1233  -8.3032  -0.07
H  -21.9351  34.9439  -7.4386  0.07
H  -22.8091  33.5991  -7.9718  0.06
H  -22.9144  35.0267  -8.8690  0.07
H  -20.5343  34.6934  -9.6415  0.11
H  -21.3720  33.2119  -9.9787  0.10
H  -20.7198  32.4785  -7.8202  0.08
C  -23.0638  29.3232  -6.5574  -0.08
C  -23.5755  28.9941  -5.1439  -0.30
O  -23.1576  30.0981  -4.3662  -0.10
H  -23.5039  28.6246  -7.2690  0.06
H  -22.0162  29.5722  -6.7268  0.07
H  -23.5505  30.2112  -6.9605  0.07
H  -23.1173  28.1062  -4.7081  0.10
H  -24.6618  28.9233  -5.1978  0.11
H  -23.8457  30.5779  -3.8994  0.08
C  -16.8682  24.4215  -11.9089  -0.06
C  -16.7711  25.6475  -12.8999  -0.23
O  -17.5330  26.6987  -12.2831  -0.21
H  -17.9064  24.1905  -11.6706  0.07
H  -16.1973  24.4740  -11.0515  0.08
H  -16.5268  23.5030  -12.3865  0.07
H  -17.2878  25.4531  -13.8397  0.09
H  -15.7587  25.9887  -13.1162  0.12
H  -17.4489  26.4740  -11.3536  0.02
C  -16.5007  30.3594  -10.6175  -0.08
C  -17.2626  30.6831  -11.8606  -0.30
O  -18.4366  29.9337  -12.1109  -0.14
H  -16.0712  29.3712  -10.7820  0.07
H  -17.0967  30.4138  -9.7064  0.08
H  -15.6698  31.0574  -10.5161  0.08
H  -16.5986  30.5344  -12.7122  0.12
H  -17.4811  31.7507  -11.8808  0.12
H  -19.0736  30.2923  -11.4885  0.05
C  -23.5964  28.0628  -15.5074  -0.10
C  -23.9434  29.5209  -15.2943  -0.29
O  -23.7847  30.3056  -16.5066  -0.08
H  -23.9725  27.5244  -14.6375  0.06
H  -22.5476  27.7773  -15.5885  0.06
H  -24.0212  27.6584  -16.4262  0.07
H  -23.2967  29.8707  -14.4897  0.09
H  -24.9352  29.6308  -14.8557  0.11
H  -22.9300  30.7282  -16.6183  0.05
C  -21.1694  23.5686  -6.1263  -0.09
C  -21.1391  22.2707  -5.2077  -0.28
O  -22.4942  21.9161  -5.0224  -0.10
H  -20.2120  23.9439  -6.4876  0.06
H  -21.6210  24.4729  -5.7185  0.06
H  -21.8167  23.3931  -6.9855  0.06
H  -20.6759  22.4800  -4.2435  0.09
H  -20.5028  21.4820  -5.6091  0.11
H  -23.0888  22.5410  -4.6009  0.09



Molecular formula: C24H50FN2O6P2
Method: DFT, the ωB97M-V functional and the def2-TZVPD basis

The energy above the lowest of the compared OMol25 structures with the same formula, charge and spin comes out at 7.0 kcal/mol. As for the charge: -1. As for the multiplicity: 1.

Each line ends with the Löwdin charge.
Atoms and positions in Å:
C  2.4555  -1.7382  3.6516  -0.10
C  1.4787  -2.5254  2.7530  -0.16
C  0.0328  -2.0171  2.8040  -0.35
F  -0.8091  -3.1530  2.9364  -0.04
N  -0.4848  -1.2975  1.6737  -0.11
C  -0.4781  -2.0898  0.4469  -0.20
C  -1.8983  -2.4274  -0.0492  -0.19
C  -1.9647  -2.5421  -1.5693  -0.22
C  -1.2937  -3.8215  -2.1028  -0.19
C  -0.5769  -3.6461  -3.4602  -0.21
C  -1.0350  -4.6238  -4.5441  -0.21
C  -0.0118  -4.7952  -5.6926  -0.20
C  -0.5698  -4.4529  -7.0880  -0.20
C  0.1287  -5.2320  -8.2172  -0.17
C  0.5177  -4.4029  -9.4387  -0.24
O  -0.3968  -3.3384  -9.6347  -0.20
C  -0.0048  -2.4463  -10.6516  -0.11
C  -0.0358  0.0890  1.5656  -0.57
P  -1.0214  0.9441  0.2620  0.78
N  -2.5691  1.0988  0.5621  -0.29
C  1.4439  0.3047  1.0861  -0.80
O  2.2427  0.7624  1.9071  -0.06
O  1.6181  0.0370  -0.1033  -0.06
P  -0.3232  1.0066  3.1895  1.03
C  -0.5479  2.7837  2.7845  -0.44
C  0.7767  3.4901  2.4878  -0.18
C  -2.0492  0.5266  3.6472  -0.43
C  -2.3132  0.8775  5.1160  -0.18
H  2.8353  -2.3530  4.4639  0.06
H  1.9619  -0.8542  4.0536  0.04
H  3.2685  -1.3343  3.0557  0.06
H  1.4487  -3.5557  3.1109  0.10
H  1.8348  -2.5791  1.7256  0.11
H  -0.1068  -1.4525  3.7236  0.10
H  0.0269  -3.0364  0.6362  0.11
H  0.0962  -1.6015  -0.3397  0.09
H  -2.6223  -1.7250  0.3576  0.09
H  -2.1661  -3.4029  0.3717  0.11
H  -2.9934  -2.4813  -1.9261  0.11
H  -1.4304  -1.6858  -1.9927  0.09
H  -2.0736  -4.5733  -2.2379  0.10
H  -0.5816  -4.1904  -1.3680  0.10
H  -0.6852  -2.6210  -3.8132  0.11
H  0.4898  -3.8208  -3.3077  0.11
H  -1.9711  -4.2702  -4.9817  0.10
H  -1.2390  -5.5951  -4.0929  0.10
H  0.3845  -5.8096  -5.6901  0.10
H  0.8052  -4.0996  -5.4950  0.11
H  -0.4795  -3.3845  -7.2592  0.11
H  -1.6311  -4.6978  -7.0934  0.10
H  -0.4789  -6.0831  -8.5221  0.11
H  1.0504  -5.6535  -7.8122  0.10
H  1.5348  -4.0133  -9.3267  0.12
H  0.4989  -5.0331  -10.3353  0.12
H  0.7431  -2.8877  -11.3152  0.08
H  0.4227  -1.5357  -10.2252  0.09
H  -0.8717  -2.1825  -11.2551  0.08
H  -0.7378  0.3408  -0.9702  0.01
H  -0.3435  2.1686  0.1758  0.01
H  -3.1111  0.6906  -0.1897  -0.06
H  -1.2940  2.9825  2.0121  0.05
H  -0.9542  3.2135  3.7033  0.07
H  1.1456  3.2814  1.4880  0.05
H  0.6107  4.5648  2.6021  0.06
H  1.5426  3.2106  3.2084  0.06
H  -2.7369  1.0791  3.0059  0.04
H  -2.2210  -0.5249  3.4339  0.06
H  -2.0733  0.0359  5.7673  0.06
H  -3.3720  1.0895  5.2711  0.06
H  -1.7317  1.7375  5.4454  0.04
C  0.5769  9.5581  6.7981  -0.07
C  0.4142  8.0851  7.1072  -0.22
O  0.6475  7.2688  5.9537  0.04
C  1.9307  7.0708  5.6439  -0.61
O  2.8765  7.4946  6.2586  0.12
O  1.9790  6.3198  4.5512  0.01
C  3.2991  6.0665  4.0588  -0.03
H  -0.0589  9.8411  5.9583  0.08
H  0.3001  10.1573  7.6661  0.08
H  1.6081  9.7878  6.5341  0.07
H  -0.6112  7.8677  7.4004  0.12
H  1.0714  7.7720  7.9180  0.12
H  3.9385  5.6676  4.8422  0.10
H  3.7262  6.9845  3.6576  0.10
H  3.1963  5.3306  3.2672  0.09



no.,HOMO energy (hartree)
1,-0.16516
2,-0.16891